# 1
Here is one molecule with the formula C7H7N3 in a non-equilibrium geometry from the OMol25 dataset. Energies are from the ωB97M-V functional and the def2-TZVPD basis.

CARTESIAN COORDINATES (ANGSTROEM)
C -1.7038 0.0800 -0.0860
C 1.4927 -1.4465 -0.6788
C -0.2569 0.2077 -0.7480
C -1.8610 -1.1683 0.4099
C 2.2479 -0.3493 -0.2610
C 0.1459 -1.1695 -0.3843
C -0.1606 1.8483 0.9143
N -0.7384 -1.9311 0.2169
N 1.7394 0.7063 0.3515
N 0.5061 1.0416 0.0370
H -2.4097 0.9166 0.0438
H 1.7935 -2.1602 -1.3242
H -0.3189 0.3533 -1.8344
H -2.8136 -1.5731 0.8312
H 3.3043 -0.5459 -0.1916
H -0.8833 2.4386 0.4152
H 0.2676 2.0434 1.9148

As for the electronic energy: -435.0036 Eh. Its LUMO energy (spin up / spin down) is -0.24 / -0.74 eV. The calculation puts the strongest force on any atom at 5.8 eV Å⁻¹. The energy above the lowest of the compared OMol25 structures with the same formula, charge and spin comes out at 5.461 eV. Its HOMO energy (spin up / spin down) is -7.70 / -7.63 eV. The calculation puts the HOMO-LUMO gap (spin up / spin down) at 7.46 / 6.88 eV.

# 2
Here is C18H28AlNO6S as an isolated structure from the OMol25 dataset. Energies are from the ωB97M-V functional and the def2-TZVPD basis.

CARTESIAN COORDINATES (ANGSTROEM)
Al -0.0056 0.2221 -0.1065
O -1.4161 2.5659 2.7683
C -0.9705 1.6162 2.1636
O -0.3852 1.7416 0.8812
C -0.9514 0.2130 2.4687
C -1.4255 -0.3263 3.6380
C -1.2207 -1.6855 3.9258
C -0.3133 -2.3956 3.0926
C 0.1612 -1.8563 1.9298
N -0.3936 -0.6382 1.4479
C 1.2517 -2.5290 1.2348
O 1.6627 -3.6450 1.5425
O 1.8531 -1.9856 0.1360
H -1.8943 0.3407 4.3549
H -1.5758 -2.1149 4.8543
H 0.0929 -3.3485 3.4076
C -2.8017 0.4383 -2.8171
C -1.2858 0.6594 -2.8374
C -0.9789 2.1554 -3.0077
C -0.6585 -0.1451 -3.9779
O -0.7469 0.2088 -1.6449
H -3.2686 0.7706 -3.7505
H -3.2200 1.0010 -1.9782
H -3.0127 -0.6240 -2.6628
H -1.6590 2.6308 -3.7237
H 0.0535 2.2932 -3.3473
H -1.0643 2.6395 -2.0304
H -1.0128 0.2042 -4.9541
H -0.9058 -1.2040 -3.8619
H 0.4286 -0.0436 -3.9323
C -4.2609 3.7242 -1.1584
S -3.1938 2.7515 -0.0701
C -4.4924 1.7178 0.6495
O -0.2085 3.0138 0.1779
H -5.0701 4.1870 -0.5859
H -4.6837 3.1043 -1.9558
H -3.6386 4.5033 -1.6006
H -5.0868 2.2868 1.3681
H -3.9881 0.9001 1.1668
H -5.1430 1.3122 -0.1311
C 4.3321 -0.5658 -0.4168
C 3.0690 0.1480 0.0705
C 3.0944 0.2578 1.5996
C 3.0027 1.5542 -0.5364
C 1.8086 -0.5980 -0.3717
H 5.2361 -0.0651 -0.0463
H 4.3672 -0.5704 -1.5121
H 4.3387 -1.6017 -0.0682
H 3.9511 0.8562 1.9336
H 3.1604 -0.7322 2.0590
H 2.1764 0.7327 1.9592
H 3.8834 2.1409 -0.2522
H 2.1070 2.0925 -0.2039
H 2.9623 1.4965 -1.6319
H 1.9103 -0.7702 -1.4529

As for the net charge: -2. As for the electronic energy: -1849.5009 Eh. Its LUMO energy is 4.47 eV. The calculation puts the strongest force on any atom at 0.7 eV Å⁻¹. The energy above the lowest of the compared OMol25 structures with the same formula, charge and spin comes out at 6.052 eV. Its HOMO energy is 1.26 eV. The calculation puts the HOMO-LUMO gap at 3.21 eV.

# 3
Here is an isolated ion of composition C6H7O4S2 and charge -1 in a non-equilibrium geometry from the OMol25 dataset. Energies are from the ωB97M-V functional and the def2-TZVPD basis.

CARTESIAN COORDINATES (ANGSTROEM)
C -1.5940 -0.5116 1.0785
C -2.9276 -0.6554 0.9214
C -1.6284 -2.0618 -0.6579
C -0.8458 -1.3328 0.1455
C 1.2961 0.6993 -0.9126
C 1.3294 -0.3571 0.1192
O 3.8482 -0.0735 0.8312
O 3.4635 -1.3686 -1.2835
O 2.8540 -2.4062 0.8693
O 0.4563 -1.4221 -0.0956
S -3.2709 -1.8439 -0.2646
S 3.0735 -1.1209 0.1162
H -1.1748 0.0885 1.9147
H -3.8078 -0.1350 1.3365
H -1.3277 -2.8873 -1.2720
H 1.2132 0.1956 -1.9632
H 2.2152 1.3107 -0.8250
H 0.4387 1.3308 -0.9408
H 1.1794 -0.1539 1.1364

As for the net charge: -1. As for the electronic energy: -1330.0623 Eh. Its LUMO energy (spin up / spin down) is 2.75 / 0.73 eV. The calculation puts the strongest force on any atom at 7.5 eV Å⁻¹. Its HOMO energy (spin up / spin down) is -1.87 / -5.33 eV. The multiplicity is 3. The calculation puts the HOMO-LUMO gap (spin up / spin down) at 4.61 / 6.06 eV.

# 4
Here is C38H39F2FeN7O as an isolated structure from the OMol25 dataset. Energies are from the ωB97M-V functional and the def2-TZVPD basis.

CARTESIAN COORDINATES (ANGSTROEM)
Fe 0.4282 -0.5896 0.6291
F 0.1171 5.2647 -0.4883
C 0.3680 4.0025 -0.9217
C 1.0472 3.1412 -0.1005
C 1.2949 1.8408 -0.5408
C 0.8762 1.4420 -1.8221
C 0.2027 2.3699 -2.5959
F -0.2461 2.0163 -3.8292
C -0.0734 3.6578 -2.1848
C 1.1199 0.0587 -2.2674
C 1.5354 -0.2227 -3.5690
C 1.7175 -1.5346 -3.9587
C 1.4848 -2.5412 -3.0374
C 1.0942 -2.1847 -1.7586
N 0.9212 -0.9203 -1.3719
H 1.3644 3.4399 0.8877
H -0.6497 4.3339 -2.7978
H 1.7056 0.5918 -4.2580
H 2.0368 -1.7652 -4.9686
H 1.6043 -3.5863 -3.2900
H 0.8981 -2.9233 -0.9959
O -0.8556 -2.1524 0.3746
C -1.0052 -3.2390 1.0243
C -2.2241 -3.9713 0.8976
C -2.4597 -5.1297 1.5949
C -1.4905 -5.6554 2.4570
C -0.2858 -4.9876 2.5686
C -0.0150 -3.8067 1.8749
C 1.3101 -3.2051 1.9284
N 1.7739 -2.1856 1.2184
C 3.1270 -2.1133 1.4760
C 3.4780 -3.0601 2.3783
N 2.3226 -3.7696 2.6405
H -2.9767 -3.5399 0.2478
H -3.4138 -5.6361 1.4827
H -1.6737 -6.5627 3.0191
H 0.4722 -5.4143 3.2179
H 3.7080 -1.3103 1.0468
H 4.4150 -3.2895 2.8544
H 2.1719 -4.3707 3.4285
C -2.1541 -0.6172 -1.7969
C -2.1650 0.4662 -0.7575
C -3.1821 1.3976 -0.6219
C -2.8091 2.2464 0.4459
C -1.5854 1.7818 0.8998
C -0.7993 2.3850 2.0275
N -1.1849 0.6873 0.1798
H -3.1696 -0.7272 -2.1894
H -1.8392 -1.5730 -1.3806
H -1.5098 -0.3871 -2.6545
H -4.0769 1.4407 -1.2307
H -3.3519 3.0917 0.8496
H -0.7179 3.4712 1.9023
H 0.1978 1.9585 2.0904
H -1.2778 2.1955 2.9937
N 1.9322 0.9167 0.2989
C 3.2460 0.8131 0.3763
N 4.1113 1.5529 -0.4282
C 5.5187 1.3106 -0.1755
C 6.1943 2.5812 0.3415
C 5.7036 3.8048 -0.4593
C 5.1382 3.3531 -1.8020
C 3.9156 2.4496 -1.5819
H 6.0199 0.9681 -1.0942
H 5.5791 0.5075 0.5545
H 7.2838 2.4809 0.2754
H 5.9398 2.7007 1.3968
H 6.5115 4.5278 -0.6035
H 4.9144 4.3190 0.0954
H 5.9173 2.8308 -2.3657
H 4.8322 4.2083 -2.4115
H 3.7103 1.8738 -2.4959
H 3.0604 3.0941 -1.4133
C -2.5546 -0.7954 2.5904
C -1.2162 -0.8364 3.2723
C -1.0344 -1.0737 4.6253
C 0.3196 -0.7688 4.9063
C 0.8829 -0.3646 3.7058
C 2.2133 0.3034 3.5613
N -0.0324 -0.4655 2.6864
H -3.0776 0.1360 2.8364
H -3.1784 -1.6282 2.9285
H -2.4755 -0.8280 1.5078
H -1.8078 -1.3815 5.3182
H 0.8193 -0.7638 5.8676
H 2.7960 0.1519 4.4765
H 2.0945 1.3862 3.4208
H 2.8018 -0.0324 2.7149

As for the net charge: -2. As for the electronic energy: -3393.4440 Eh. Its LUMO energy is 4.47 eV. The calculation puts the strongest force on any atom at 0.5 eV Å⁻¹. The energy above the lowest of the compared OMol25 structures with the same formula, charge and spin comes out at 0.000 eV. Its HOMO energy is -0.59 eV. The calculation puts the HOMO-LUMO gap at 5.06 eV.

# 5
Here is a 10-piece molecular cluster, C49H49F3N6O overall in a non-equilibrium geometry from the OMol25 dataset. Energies are from the ωB97M-V functional and the def2-TZVPD basis.

CARTESIAN COORDINATES (ANGSTROEM)
N 3.7401 2.3770 0.0242
C 2.8560 2.2820 -0.9369
C 3.1879 2.0761 -2.2638
C 4.5150 2.0147 -2.5955
C 5.4474 2.1707 -1.5942
C 4.9988 2.3366 -0.2986
H 1.8252 2.3856 -0.6256
H 2.4160 1.9053 -3.0045
H 4.8340 1.9035 -3.6257
H 6.4962 2.2335 -1.8601
H 5.6978 2.4131 0.5241
N 0.8423 4.4754 1.0098
C 1.0393 5.7608 0.9492
C 1.1664 6.5599 2.0704
C 1.1437 5.9706 3.3228
C 1.0616 4.6054 3.3787
C 0.9829 3.8933 2.1868
H 1.0377 6.2429 -0.0218
H 1.2822 7.6364 2.0037
H 1.2126 6.5559 4.2302
H 1.0577 4.0936 4.3342
H 0.8404 2.8182 2.2032
N -2.9438 3.4977 -2.4555
C -2.0136 3.9830 -1.6633
C -2.1542 5.1383 -0.9361
C -3.3174 5.8554 -1.0960
C -4.3172 5.3575 -1.9137
C -4.0861 4.1601 -2.5335
H -1.0610 3.4613 -1.6552
H -1.3377 5.4836 -0.3210
H -3.4970 6.7788 -0.5501
H -5.2566 5.8693 -2.0547
H -4.8452 3.7501 -3.1944
N 0.9362 -7.5114 -1.2446
C 1.0936 -6.5114 -2.0973
C 1.6266 -5.2842 -1.7487
C 2.0827 -5.1122 -0.4601
C 1.9689 -6.1560 0.4246
C 1.3456 -7.3198 -0.0092
H 0.7302 -6.7010 -3.1024
H 1.6902 -4.4692 -2.4609
H 2.5249 -4.1974 -0.0833
H 2.2428 -6.0434 1.4661
H 1.1816 -8.1402 0.6833
N -4.2545 -2.6861 -3.4413
C -3.0449 -2.4344 -3.9237
C -1.9011 -3.0716 -3.4702
C -2.0332 -4.0856 -2.5345
C -3.2955 -4.3184 -2.0029
C -4.3769 -3.6159 -2.4896
H -2.9706 -1.6289 -4.6474
H -0.9428 -2.6410 -3.7479
H -1.2123 -4.7217 -2.2249
H -3.4264 -5.0888 -1.2493
H -5.3976 -3.8456 -2.2055
N -0.1152 0.8278 -5.5759
C -0.9310 0.7830 -4.5422
C -0.5647 0.2532 -3.3002
C 0.6955 -0.2541 -3.1547
C 1.5889 -0.1342 -4.2161
C 1.1248 0.3945 -5.3957
H -1.9587 1.1292 -4.6501
H -1.2700 0.2168 -2.4881
H 1.0372 -0.7586 -2.2538
H 2.6313 -0.4115 -4.1384
H 1.7423 0.5948 -6.2631
C -4.1422 0.2215 -2.0568
O -5.3486 -0.0187 -2.7225
H -3.3121 0.1718 -2.7680
H -4.1493 1.2098 -1.6119
H -3.9395 -0.5020 -1.2516
H -5.1621 -0.7969 -3.2782
F 2.6244 -3.8451 4.0384
C 3.6810 -3.7505 4.8699
C 4.4333 -4.9039 5.0852
C 5.4664 -4.8460 5.9832
C 5.7927 -3.6526 6.6244
C 5.0667 -2.5071 6.3555
C 3.9913 -2.5576 5.4755
H 4.1280 -5.8042 4.5675
H 6.0648 -5.7296 6.1705
H 6.6542 -3.6546 7.2791
H 5.3055 -1.5236 6.7386
H 3.4056 -1.6660 5.2754
F -3.2169 2.3436 5.1544
C -3.3231 2.4062 3.8095
C -2.2122 2.2777 3.0090
C -2.3433 2.4310 1.6528
C -3.5908 2.5787 1.0801
C -4.7156 2.6617 1.8943
C -4.5731 2.5571 3.2569
H -1.2309 2.0548 3.4166
H -1.5023 2.4367 0.9688
H -3.6327 2.8589 0.0364
H -5.7070 2.8410 1.4992
H -5.4352 2.6339 3.9110
F -0.7143 0.7198 -0.2766
C -0.4032 -0.4432 0.3463
C -0.8874 -1.6214 -0.1556
C -0.4756 -2.8228 0.4220
C 0.3554 -2.7668 1.5214
C 0.7835 -1.5816 2.0690
C 0.4085 -0.3946 1.4483
H -1.5156 -1.6027 -1.0411
H -0.7842 -3.7637 -0.0070
H 0.6014 -3.7284 1.9677
H 1.4665 -1.5956 2.9057
H 0.6887 0.5726 1.8480

As for the electronic energy: -2599.8824 Eh. Its SMILES is Fc1ccccc1.Fc1ccccc1.Fc1ccccc1.c1ccncc1.c1ccncc1.c1ccncc1.c1ccncc1.c1ccncc1.c1ccncc1.CO. Its LUMO energy is 0.45 eV. The calculation puts the strongest force on any atom at 1.8 eV Å⁻¹. The energy above the lowest of the compared OMol25 structures with the same formula, charge and spin comes out at 0.000 eV. Its HOMO energy is -9.02 eV. The calculation puts the HOMO-LUMO gap at 9.47 eV.

# 6
Here is an isolated ion of composition C22H18B2Cl3F6O3S and charge -1 in a non-equilibrium geometry from the OMol25 dataset. Energies are from the ωB97M-V functional and the def2-TZVPD basis.

CARTESIAN COORDINATES (ANGSTROEM)
Cl 2.8152 -2.1908 2.7516
B 1.5449 -0.8537 3.1199
Cl 0.7497 -1.1544 4.8560
Cl 2.6028 0.8040 3.2868
O 0.6179 -0.8680 2.1039
C -0.3178 0.0697 1.7034
C -1.7124 -0.1386 2.2679
C -2.5625 0.9233 2.5165
C -3.6851 0.7143 3.2864
C -3.9257 -0.5481 3.8187
C -3.1595 -1.6334 3.4151
C -2.0563 -1.4461 2.5908
H -0.0127 1.1012 1.9224
H -2.2593 1.9145 2.0785
H -4.3296 1.5789 3.4730
H -4.7286 -0.7003 4.5241
H -3.3107 -2.6695 3.7329
H -1.3521 -2.2154 2.2431
C -0.3685 -0.8026 -5.5784
C -0.3241 -0.1547 -4.2502
C -0.4647 1.1813 -3.9204
C -0.3942 1.4090 -2.5085
C -0.1159 0.2488 -1.7383
B -0.7370 -0.1132 0.1123
C 0.8229 0.2348 -0.5129
C 1.8033 -0.8104 -0.3148
C 3.1425 -0.5548 -0.2670
C 4.1277 -1.6978 -0.3462
F 5.0777 -1.7002 0.6116
F 3.5373 -2.9156 -0.3286
F 4.7888 -1.6345 -1.5383
C 3.6121 0.7572 -0.2212
C 2.6749 1.7927 -0.1840
C 3.1904 3.2045 -0.1228
F 2.2040 4.1272 -0.2439
F 3.8502 3.4966 1.0326
F 4.0545 3.4416 -1.1482
C 1.3327 1.5476 -0.2291
O -1.8843 0.7606 0.0581
C -2.9648 0.0043 -0.5536
C -2.5335 -1.4454 -0.5592
O -1.1530 -1.4877 -0.1341
S 0.0223 -1.1061 -2.8049
H -0.4783 -0.0018 -6.3356
H 0.5654 -1.3797 -5.7379
H -1.1990 -1.5314 -5.6777
H -0.6179 1.9537 -4.6690
H -0.5351 2.3662 -2.0800
H 1.4653 -1.8554 -0.2089
H 4.6879 0.9740 -0.1471
H 0.6063 2.3772 -0.1690
H -3.9503 0.1262 -0.0066
H -3.0208 0.4071 -1.5981
H -3.0935 -2.0276 0.1873
H -2.6491 -1.8794 -1.5587

As for the net charge: -1. As for the electronic energy: -3502.7593 Eh. Its LUMO energy is 1.17 eV. The calculation puts the strongest force on any atom at 3.8 eV Å⁻¹. The energy above the lowest of the compared OMol25 structures with the same formula, charge and spin comes out at 0.000 eV. Its HOMO energy is -5.12 eV. The calculation puts the HOMO-LUMO gap at 6.28 eV.

# 7
Here is one molecule with the formula C19H22N2O4 in a non-equilibrium geometry from the OMol25 dataset. Energies are from the ωB97M-V functional and the def2-TZVPD basis.

CARTESIAN COORDINATES (ANGSTROEM)
C -2.0273 -4.1887 0.3963
H -2.5181 -4.6957 1.2220
H -2.0739 -4.8191 -0.4868
H -0.9840 -4.0192 0.6475
C -2.7122 -2.8491 0.1306
N -2.8645 -2.1677 1.4014
H -1.9551 -1.9697 1.8027
C -3.7260 -1.0035 1.4458
C -3.2072 0.2352 0.7460
C -3.8929 0.7905 -0.3241
C -3.4150 1.8992 -1.0197
C -2.2178 2.4268 -0.6037
C -1.5266 1.8854 0.4801
C -1.9983 0.7982 1.1714
H -1.4597 0.4061 2.0202
O -0.3757 2.6017 0.6878
C -0.3660 3.6127 -0.2962
O -1.5172 3.4942 -1.1029
H 0.5359 3.5089 -0.9209
H -0.3566 4.6003 0.1916
H -3.9533 2.3222 -1.8508
H -4.8273 0.3477 -0.6353
H -3.8855 -0.7706 2.5051
H -4.6886 -1.2910 1.0145
H -3.7259 -3.0277 -0.2505
C -1.9361 -2.0755 -0.9567
N -0.5905 -1.7625 -0.5187
H -0.6280 -1.2185 0.3399
C 0.1742 -1.0107 -1.5006
C 1.5923 -0.8575 -1.0193
C 2.5554 -1.7835 -1.3894
C 3.8720 -1.7026 -0.9431
C 4.1839 -0.6586 -0.1080
C 3.2206 0.2739 0.2768
C 1.9221 0.1958 -0.1606
H 1.1953 0.9257 0.1542
O 3.7943 1.2045 1.1051
C 5.1468 0.8246 1.2340
O 5.3859 -0.3366 0.4691
H 5.7950 1.6413 0.8768
H 5.3736 0.6214 2.2935
H 4.6161 -2.4234 -1.2373
H 2.2769 -2.5947 -2.0438
H -0.2704 -0.0179 -1.7016
H 0.1589 -1.5802 -2.4343
H -2.5012 -1.1742 -1.2502
H -1.8533 -2.7161 -1.8403

As for the electronic energy: -1147.6375 Eh. Its SMILES is C[C@H](CNCc1ccc2c(c1)OCO2)NCc1ccc2c(c1)OCO2. Its LUMO energy is 0.78 eV. The calculation puts the strongest force on any atom at 1.3 eV Å⁻¹. The energy above the lowest of the compared OMol25 structures with the same formula, charge and spin comes out at 3.429 eV. Its HOMO energy is -7.97 eV. The calculation puts the HOMO-LUMO gap at 8.74 eV.

# 8
Here is one molecule with the formula C4H6N2 in a non-equilibrium geometry from the OMol25 dataset. Energies are from the ωB97M-V functional and the def2-TZVPD basis.

CARTESIAN COORDINATES (ANGSTROEM)
C 1.6289 -1.1350 0.0980
C -0.0349 0.6953 -0.0912
C -1.1453 -0.3303 -0.1034
C -2.0503 -1.1802 0.0207
H 2.6425 -1.4180 -0.3302
H 0.9224 -1.8066 -0.3427
H 1.6267 -1.3326 1.2146
H 1.9593 0.9517 0.1704
H -1.3459 1.9673 0.3375
H -2.9464 -1.7135 0.0664
N 1.3233 0.2692 -0.1818
N -0.3589 1.8813 0.0874

As for the electronic energy: -265.4319 Eh. Its SMILES is [H]/N=C(\C#C)NC. Its LUMO energy is 0.98 eV. The calculation puts the strongest force on any atom at 5.5 eV Å⁻¹. The energy above the lowest of the compared OMol25 structures with the same formula, charge and spin comes out at 2.822 eV. Its HOMO energy is -9.17 eV. The calculation puts the HOMO-LUMO gap at 10.15 eV.